{"formula": "C66H147O2P4", "method": "ωB97M-V/def2-TZVPD", "charge": 3, "max_force_ha_per_bohr": 0.0859, "lumo_energy_ev": -4.900, "orbital_gap_ha": 0.346, "de_lowest_kcal_mol": 1.46, "elements": ["C", "C", "C", "C", "P", "C", "C", "C", "C", "C", "C", "C", "C", "C", "C", "C", "C", "H", "H", "H", "H", "H", "H", "H", "H", "H", "H", "H", "H", "H", "H", "H", "H", "H", "H", "H", "H", "H", "H", "H", "H", "H", "H", "H", "H", "H", "H", "H", "H", "H", "H", "H", "H", "C", "C", "C", "C", "P", "C", "C", "C", "C", "C", "C", "C", "C", "C", "C", "C", "C", "H", "H", "H", "H", "H", "H", "H", "H", "H", "H", "H", "H", "H", "H", "H", "H", "H", "H", "H", "H", "H", "H", "H", "H", "H", "H", "H", "H", "H", "H", "H", "H", "H", "H", "H", "H", "C", "C", "C", "C", "P", "C", "C", "C", "C", "C", "C", "C", "C", "C", "C", "C", "C", "H", "H", "H", "H", "H", "H", "H", "H", "H", "H", "H", "H", "H", "H", "H", "H", "H", "H", "H", "H", "H", "H", "H", "H", "H", "H", "H", "H", "H", "H", "H", "H", "H", "H", "H", "H", "C", "C", "C", "C", "P", "C", "C", "C", "C", "C", "C", "C", "C", "C", "C", "C", "C", "H", "H", "H", "H", "H", "H", "H", "H", "H", "H", "H", "H", "H", "H", "H", "H", "H", "H", "H", "H", "H", "H", "H", "H", "H", "H", "H", "H", "H", "H", "H", "H", "H", "H", "H", "H", "C", "C", "O", "O", "H", "H", "H"], "xyz": [[16.14867, -30.66949, -19.04986], [15.99847, -29.18212, -18.92559], [15.92116, -28.88899, -17.42466], [15.74852, -27.34446, -17.22699], [16.47641, -26.64407, -15.66240], [15.74197, -24.92118, -15.78214], [16.30729, -23.78527, -14.92547], [16.28943, -24.10306, -13.41505], [16.61772, -22.83129, -12.57880], [18.27065, -26.65290, -15.89066], [18.77842, -25.50061, -16.82581], [20.31420, -25.35049, -16.82052], [20.76613, -24.74558, -15.48875], [15.88319, -27.69240, -14.25153], [14.44914, -27.75882, -13.78312], [14.43047, -28.62563, -12.53221], [13.08949, -29.10006, -11.91127], [17.06543, -31.01829, -18.60242], [16.02950, -30.97236, -20.13063], [15.30794, -31.18322, -18.55391], [15.05178, -28.82545, -19.31992], [16.77975, -28.56228, -19.46293], [16.78004, -29.19255, -16.78778], [15.02640, -29.40689, -17.07298], [14.71143, -27.14569, -17.19746], [16.08026, -26.73448, -18.01876], [14.69818, -25.13112, -15.49952], [15.68643, -24.66516, -16.84301], [15.77478, -22.87729, -15.10137], [17.38380, -23.52381, -15.21814], [16.90522, -24.93889, -13.20046], [15.27144, -24.35485, -13.07867], [15.86826, -22.06531, -12.92325], [17.58329, -22.44560, -12.89637], [16.54621, -22.93876, -11.52911], [18.52912, -27.66724, -16.23280], [18.71492, -26.62189, -14.89017], [18.28521, -24.67926, -16.33581], [18.38362, -25.57131, -17.84141], [20.46602, -24.62420, -17.60328], [20.80188, -26.26635, -17.01983], [21.87072, -24.65697, -15.32349], [20.49097, -25.35485, -14.60583], [20.23431, -23.78164, -15.35881], [16.52690, -27.42537, -13.39595], [16.20631, -28.69112, -14.47308], [13.92346, -28.14576, -14.70879], [13.97360, -26.81068, -13.50360], [14.86123, -27.96357, -11.83678], [15.11645, -29.51400, -12.70147], [13.18593, -29.45871, -10.86583], [12.75882, -29.98807, -12.53175], [12.29549, -28.30593, -11.88951], [5.74528, -32.98046, -15.22964], [6.98691, -32.57537, -16.08312], [8.22961, -32.40428, -15.25908], [8.04599, -31.22712, -14.26745], [8.80848, -29.69189, -14.73928], [10.56072, -29.76546, -14.93731], [11.20576, -31.05368, -15.55723], [12.66528, -31.11461, -15.20777], [13.42298, -32.23885, -15.80697], [8.30677, -29.12778, -16.39045], [6.83897, -28.92160, -16.64318], [6.46787, -28.69935, -18.11114], [7.13031, -27.43988, -18.65576], [8.35979, -28.42554, -13.50507], [8.79083, -28.62265, -12.05225], [8.20205, -27.62870, -11.07465], [8.58958, -26.17613, -11.22126], [5.28672, -32.19737, -14.78723], [5.95948, -33.74109, -14.39632], [5.02193, -33.47126, -15.90526], [6.81273, -31.66788, -16.64906], [7.22306, -33.27009, -16.87627], [9.05029, -32.15507, -15.86834], [8.50132, -33.32806, -14.76665], [8.57876, -31.51410, -13.40293], [7.01606, -31.15890, -13.86382], [11.13057, -29.58634, -14.01289], [10.83979, -28.87797, -15.51241], [10.93255, -31.22685, -16.59296], [10.73446, -31.87075, -14.95757], [12.64991, -31.23737, -14.14123], [13.11631, -30.16604, -15.55241], [13.09855, -33.21554, -15.45605], [14.46878, -32.07296, -15.50966], [13.19465, -32.29323, -16.93021], [8.74308, -29.90862, -17.06700], [8.84392, -28.22151, -16.44166], [6.44664, -28.09538, -16.06414], [6.33386, -29.79848, -16.23222], [5.39518, -28.58390, -18.21927], [6.76207, -29.56910, -18.70994], [8.22275, -27.57076, -18.45979], [6.75783, -26.67452, -18.05897], [6.97519, -27.34859, -19.73331], [7.23733, -28.37296, -13.52321], [8.67717, -27.47830, -13.88381], [9.87228, -28.59126, -12.01351], [8.50208, -29.58816, -11.61911], [8.49572, -27.82271, -10.04212], [7.10120, -27.75856, -11.00772], [8.03893, -25.45484, -10.60670], [8.41587, -25.68612, -12.21426], [9.62248, -25.97018, -10.98256], [16.77811, -21.34901, -7.38566], [15.77296, -20.79918, -6.34531], [15.58562, -21.69995, -5.11963], [15.20041, -23.18370, -5.32555], [13.50137, -23.36405, -5.93328], [12.43696, -22.23987, -4.99310], [12.39477, -22.39333, -3.49929], [11.41653, -21.38322, -2.77928], [9.95349, -21.65388, -3.18369], [13.36507, -22.98149, -7.66452], [13.45062, -24.20205, -8.58577], [13.05452, -23.85917, -10.05682], [11.55036, -23.58973, -10.29175], [12.95583, -25.10314, -5.59089], [11.50222, -25.41370, -5.39130], [10.63977, -25.51583, -6.64916], [9.16678, -25.95639, -6.42547], [16.48583, -22.31637, -7.78653], [17.75205, -21.52490, -6.85675], [16.90863, -20.58159, -8.17825], [14.82616, -20.67301, -6.96292], [16.04899, -19.79384, -6.04945], [14.93154, -21.16800, -4.36920], [16.57450, -21.60155, -4.61960], [15.29143, -23.61273, -4.30688], [15.82261, -23.65460, -6.05640], [11.49896, -22.45052, -5.53446], [12.72564, -21.21750, -5.29366], [13.42010, -22.29655, -3.11659], [12.04752, -23.41113, -3.31040], [11.60853, -20.32659, -2.93714], [11.42145, -21.44898, -1.65226], [9.66176, -22.69733, -2.91404], [9.70525, -21.57630, -4.20841], [9.16730, -21.07857, -2.60244], [14.17078, -22.26962, -7.98466], [12.49233, -22.40876, -7.87877], [12.81094, -25.05553, -8.20495], [14.46899, -24.56186, -8.54519], [13.35086, -24.63436, -10.74476], [13.69669, -22.97106, -10.27601], [11.41444, -23.14973, -11.24137], [11.09317, -23.07939, -9.51840], [11.08294, -24.57372, -10.24809], [13.45213, -25.42237, -4.68151], [13.49015, -25.66408, -6.34182], [11.04820, -24.70518, -4.73224], [11.42676, -26.34997, -4.85853], [11.05045, -26.28244, -7.31572], [10.67455, -24.55506, -7.16078], [8.46781, -25.39142, -5.80176], [9.27473, -26.92249, -5.86460], [8.65003, -26.19437, -7.36757], [14.33200, -20.62954, -22.13929], [14.16742, -22.14878, -21.95380], [13.09577, -22.35401, -20.89733], [12.85361, -23.85686, -20.68313], [12.03737, -24.16437, -19.06420], [12.20494, -25.89606, -18.60807], [11.30190, -26.77959, -19.48519], [11.83076, -28.17521, -19.59873], [12.02639, -28.91615, -18.20833], [10.29623, -23.69732, -18.98534], [9.69699, -24.10919, -17.63739], [8.25915, -23.84299, -17.31348], [7.95985, -24.02169, -15.83473], [13.03915, -23.15535, -17.93738], [12.48731, -21.78234, -17.47850], [13.16504, -21.21136, -16.18107], [12.86144, -21.94786, -14.88253], [13.39618, -20.12618, -22.36141], [15.00039, -20.44891, -22.97741], [14.71020, -20.11105, -21.25354], [15.13149, -22.56543, -21.57981], [13.99888, -22.53453, -22.97806], [12.25015, -21.72538, -21.23780], [13.35726, -21.81281, -19.94771], [13.86631, -24.30847, -20.51348], [12.37578, -24.30620, -21.55365], [12.11821, -25.98876, -17.50243], [13.23900, -26.05236, -18.92884], [11.25075, -26.36230, -20.48683], [10.31770, -26.76774, -18.98065], [12.85878, -28.05936, -20.09253], [11.25950, -28.74704, -20.29059], [12.04014, -30.01364, -18.28867], [11.19557, -28.68610, -17.60226], [12.97014, -28.54814, -17.80248], [9.81265, -24.33092, -19.80518], [10.20796, -22.63847, -19.13606], [10.23839, -23.65823, -16.83991], [9.89725, -25.16154, -17.51837], [7.59959, -24.53693, -17.89591], [8.07060, -22.82170, -17.60358], [8.16705, -25.01706, -15.52500], [6.95663, -23.78085, -15.50364], [8.56667, -23.36302, -15.26391], [14.01252, -22.95417, -18.30725], [13.09806, -23.81509, -17.09126], [11.41597, -21.86441, -17.35433], [12.57305, -21.04156, -18.30337], [12.84873, -20.18560, -16.11524], [14.24646, -21.19800, -16.33815], [12.97431, -22.99876, -14.86788], [11.74717, -21.86297, -14.56980], [13.46694, -21.52882, -14.08474], [11.41795, -26.09142, -13.60733], [11.57786, -26.09682, -15.12608], [10.67459, -26.66320, -15.83513], [12.59855, -25.42813, -15.47057], [12.25646, -25.46695, -13.28316], [11.36910, -27.13267, -13.14442], [10.51078, -25.51798, -13.44539]]}



{"formula": "C11H16ClO3PZr", "method": "ωB97M-V/def2-TZVPD", "charge": 2, "max_force_ha_per_bohr": 0.3030, "lumo_energy_ev": -11.046, "orbital_gap_ha": 0.204, "elements": ["Cl", "C", "C", "C", "H", "C", "C", "H", "H", "H", "C", "Zr", "C", "C", "O", "O", "H", "H", "H", "C", "P", "C", "C", "O", "H", "H", "H", "H", "H", "H", "H", "H", "H"], "xyz": [[-1.92989, -1.81879, -0.57711], [1.76701, -2.20099, -2.21871], [2.52121, -1.01469, -2.08421], [1.68541, 0.07991, -2.43011], [3.54761, -0.94769, -1.76541], [0.40621, -0.42609, -2.76781], [0.47471, -1.84009, -2.65891], [-0.36119, -2.50509, -2.77781], [2.11271, -3.20079, -2.01621], [1.97011, 1.11911, -2.42571], [-0.78009, 0.35571, -3.21101], [0.81511, -0.87169, -0.39141], [2.23541, -0.13079, 0.68459], [0.67421, -2.17879, 1.06169], [3.10241, 0.31451, 1.34119], [0.51591, -2.96489, 1.90879], [-0.81759, 1.32461, -2.71591], [-1.69249, -0.18639, -2.96881], [-0.75949, 0.53071, -4.29011], [0.14421, 0.29901, 3.06689], [-0.96829, 0.99391, 1.74029], [-2.72639, 0.54071, 2.13639], [-0.78969, 2.83441, 1.59659], [-0.72499, 0.42511, 0.29649], [0.01501, -0.79329, 3.15939], [-0.15349, 0.74801, 4.03609], [1.19811, 0.56741, 2.90159], [-2.99779, 0.96021, 3.12709], [-3.40189, 0.95241, 1.36019], [-2.82399, -0.56429, 2.16969], [0.25481, 3.08081, 1.31289], [-1.48739, 3.21501, 0.82459], [-1.02539, 3.30271, 2.57469]]}



{"formula": "C4H3OPd", "method": "ωB97M-V/def2-TZVPD", "charge": 2, "max_force_ha_per_bohr": 0.2822, "spin_multiplicity": 4, "lumo_energy_ev": [-11.309, -13.489], "orbital_gap_ha": [0.321, 0.313], "elements": ["C", "C", "C", "H", "C", "O", "Pd", "H", "H"], "xyz": [[-0.20924, 0.58374, -1.33077], [0.43153, -0.40486, -2.11468], [1.14992, 0.37931, -1.30893], [0.26674, -1.28539, -2.73492], [0.01274, -0.07278, 1.82799], [-1.11529, 0.21719, 1.39675], [-1.43223, 0.75758, -0.10067], [0.77942, 0.72243, 1.81286], [0.11642, -0.89722, 2.55238]]}



{"formula": "HN2O3P", "method": "ωB97M-V/def2-TZVPD", "charge": 0, "max_force_ha_per_bohr": 0.0390, "lumo_energy_ev": [-1.159, -1.205], "orbital_gap_ha": [0.304, 0.305], "de_lowest_kcal_mol": 26.98, "smiles": "O=NP[N+](=O)[O-]", "elements": ["N", "N", "O", "O", "O", "P", "H"], "xyz": [[0.33481, -1.52053, 0.27481], [-0.77588, 0.94938, 0.24449], [1.04091, -2.42914, -0.00039], [-1.67499, 0.29952, 0.74457], [-0.67858, 2.07895, -0.23488], [0.87407, 0.16098, 0.17596], [0.87966, 0.46083, -1.20457]]}



Question: Which of these has the lowest charge?
Answer: HN2O3P